(1)
# C4H9N

A gas-phase ion, C4H9N (charge +1) (ωB97M-V/def2-TZVPD, the Open Molecules 2025 dataset).

Structure (XYZ):
```
14
Properties=species:S:1:pos:R:3:forces:R:3
C -1.7682 0.6954 -1.2030 0.0 0.7 -0.6
C -0.4077 0.0494 -1.0401 0.4 -0.8 3.6
C 0.1127 0.2252 0.4034 -0.1 1.0 -2.1
C 1.1844 -0.5841 0.7601 0.3 0.3 0.2
N 1.7841 -0.6656 1.9238 -0.3 -1.1 0.2
H -2.4557 0.0390 -1.7179 -0.1 -0.2 -0.1
H -2.2278 1.0011 -0.2596 0.2 -0.3 0.0
H -1.7015 1.6051 -1.7895 0.0 0.1 -0.2
H 0.5208 0.4837 -1.4420 -0.5 -0.1 -1.3
H -0.4418 -1.0415 -1.0778 0.1 0.0 -1.2
H -0.0360 1.2572 0.7127 -0.1 -0.4 1.2
H 1.6645 -1.1672 -0.0206 -0.2 -0.1 -0.1
H 1.2729 -0.5113 2.7866 0.3 0.6 0.0
H 2.4992 -1.3864 1.9638 0.1 0.3 0.4
```
Forces are in eV/Å.

The spin multiplicity is 2. For the HOMO-LUMO gap (spin up / spin down), the calculation gives 10.24 / 9.22 eV. The energy above the lowest of the compared OMol25 structures with the same formula, charge and spin is 32.7 kcal/mol. The net charge is +1. The HOMO energy (spin up / spin down) comes out at -0.53483 / -0.59627 hartree. The value obtained for the total energy is -5775.01875 eV.

***

(2)
# C4H9N2

A gas-phase ion, C4H9N2 (charge +1) (ωB97M-V/def2-TZVPD, the Open Molecules 2025 dataset).

Structure (XYZ):
```
15
Properties=species:S:1:pos:R:3:forces:R:3
C 2.8771 0.4063 -0.3917 5.4 -0.6 -0.7
N 1.7177 0.3538 -0.0607 -3.9 1.3 1.1
C 0.9255 -0.6720 0.5685 0.6 -1.2 1.1
C -0.2996 -0.5692 -0.2386 -2.7 1.8 -2.7
C -1.3159 0.0573 0.3565 0.4 -1.0 2.2
N -2.6109 0.5173 -0.2087 2.0 1.2 -2.1
H 3.6757 -0.3603 -0.1410 -0.9 0.4 -0.2
H 3.3119 1.2762 -0.9578 -0.8 -0.6 0.5
H 0.6621 -0.5853 1.7057 0.9 0.4 -2.1
H 1.2894 -1.6835 0.4434 0.7 -0.4 0.1
H -0.2890 -0.6555 -1.4001 0.3 -0.2 2.2
H -1.2043 0.0405 1.4530 -0.8 0.8 -0.6
H -2.8040 1.5778 -0.1718 1.1 -1.7 -0.5
H -3.4216 0.1746 0.2290 -1.3 -1.4 0.9
H -2.5141 0.1220 -1.1857 -1.0 1.1 0.9
```
Forces are in eV/Å.

For the HOMO-LUMO gap, the calculation gives 8.81 eV. The energy above the lowest of the compared OMol25 structures with the same formula, charge and spin is 85.0 kcal/mol. The net charge is +1. The HOMO energy comes out at -0.46447 hartree. The value obtained for the total energy is -7264.45365 eV. The SMILES is C=NC/C=C/[NH3+].

***

(3)
# C4H9N2

2 unconnected molecules or ions with the total composition C4H9N2 (ωB97M-V/def2-TZVPD, the Open Molecules 2025 dataset).

Structure (XYZ):
```
15
Properties=species:S:1:pos:R:3:forces:R:3
C -1.8703 0.4151 -0.0664 1.0 -1.1 -0.2
C 2.0901 0.1708 -0.0470 -0.6 -0.4 0.4
C -1.4482 -1.0187 0.1665 -3.0 0.2 -0.2
C 2.2035 -1.0905 -0.0736 1.0 -0.9 -2.8
N -1.0235 1.3230 -0.3591 -1.2 1.5 0.4
N 1.5158 1.2394 0.0600 -0.3 2.4 0.7
H -2.9187 0.6140 0.0279 -0.6 0.3 -0.1
H -1.8212 -1.3102 1.1700 0.3 0.0 -0.5
H -1.9547 -1.7163 -0.5812 0.7 1.0 0.9
H -0.4159 -1.0868 0.1121 1.9 -0.4 -0.1
H -1.4753 2.2722 -0.4632 0.6 -1.3 0.0
H 2.3617 -1.6053 -1.0210 0.1 0.2 0.1
H 2.3950 -1.6348 0.7763 0.0 -1.2 2.1
H 1.9670 2.0810 0.3796 0.7 0.4 -0.4
H 0.3946 1.3470 -0.0808 -0.6 -0.7 -0.4
```
Forces are in eV/Å.

For the HOMO-LUMO gap, the calculation gives 11.23 eV. The energy above the lowest of the compared OMol25 structures with the same formula, charge and spin is 64.9 kcal/mol. The net charge is +1. The HOMO energy comes out at -0.54816 hartree. The value obtained for the total energy is -7265.32870 eV.